DFT (ωB97M-V with the def2-TZVPD basis set) results for 3 unconnected molecules or ions with the total composition C2H10N2O2 at a distorted geometry.

Values from the calculation:
total charge = +1
total energy = -9301.47059 eV
lowest unoccupied orbital energy (spin up / spin down) = -4.615 / -8.806 eV
energy relative to the best compared isomer or geometry (same formula, charge and spin) = 29.3 kcal/mol
strongest force on any atom = 0.0615 Eh/bohr
HOMO-LUMO gap (spin up / spin down) = 9.26 / 5.07 eV
spin multiplicity = 2
expectation value of S² = 0.7717

The geometry in XYZ format:
```
16
Properties=species:S:1:pos:R:3:forces:R:3:mulliken_charge:R:1
C 0.1940 2.3358 0.9062 0.12 -1.24 0.64 -0.6864
N -0.3168 -0.0108 -0.5840 -2.35 0.51 0.13 -0.2763
C -1.2664 0.5575 0.2006 1.12 -2.54 1.51 0.3554
N -1.0578 1.5926 0.9651 0.24 2.76 -0.52 -0.1697
H 0.5829 2.4349 1.9195 -0.42 0.20 0.47 0.3113
H 1.0128 1.8138 0.4396 0.18 -0.23 -0.76 0.3071
H 0.1065 3.3567 0.5487 -0.62 0.14 -0.13 0.3090
H -0.5102 -0.9964 -0.7602 0.39 0.20 -0.71 0.3076
H 0.1828 0.5825 -1.2402 0.63 -0.40 0.12 0.3115
H -2.0970 -0.1064 0.5618 0.75 0.52 -0.77 0.2193
H -3.2612 -1.3098 2.2808 -0.04 -0.16 0.10 0.3067
H -3.3416 -2.5079 3.1806 0.08 -0.24 0.07 0.3283
O -2.8331 -2.1602 2.4410 -0.08 0.49 -0.18 -0.6239
H 4.3903 -2.2985 -4.2539 0.03 -0.13 0.03 0.3320
H 3.9904 -1.7828 -2.8588 0.14 -0.20 -0.05 0.3067
O 4.2243 -1.5008 -3.7467 -0.17 0.31 0.04 -0.6385
```
Positions in Å, forces in eV/Å.